The following is a DFT calculation (ωB97M-V/def2-TZVPD) of a 2-piece molecular cluster, C4H11N3O2 overall in a non-equilibrium geometry.

Properties
SMILES: CN=C(N)N.CC(=O)O
Calculated total energy: -473.769748 Eh
HOMO energy: -0.3431 hartree
LUMO level: 0.818 eV
HOMO-LUMO gap: 10.15 eV
Energy relative to the best compared isomer or geometry (same formula, charge and spin): 86.7 kJ/mol

```
20
Properties=species:S:1:pos:R:3:nbo_charge:R:1
C 2.74602 -1.23100 -0.81519 -0.732
C 2.06897 -0.29797 0.13006 0.821
O 1.68736 -0.92269 1.26345 -0.708
O 1.83478 0.86595 -0.07216 -0.615
H 2.80806 -0.89829 -1.84587 0.236
H 2.23477 -2.18788 -0.77377 0.239
H 3.76371 -1.46745 -0.51257 0.242
C -1.91941 -1.49520 0.20748 -0.439
C -1.53142 0.74308 -0.16197 0.587
N -1.01027 -0.39039 0.05401 -0.557
N -0.88271 1.93740 0.04049 -0.836
N -2.88784 0.88217 -0.61796 -0.862
H 0.82826 -0.52881 1.48899 0.512
H -2.63693 -1.36316 1.01888 0.180
H -1.39115 -2.43105 0.35434 0.197
H 0.00379 1.75598 0.49510 0.413
H -0.76136 2.55665 -0.74423 0.383
H -3.49023 0.81510 0.19859 0.375
H -3.01097 1.83392 -0.94568 0.365
H -2.45216 -1.68696 -0.70380 0.199
```

***

The following is a DFT calculation (ωB97M-V/def2-TZVPD) of the molecule C4H9NO2 in a non-equilibrium geometry.

Properties
SMILES: CC[C@@H](N)C(=O)O
Calculated total energy: -363.046465 Eh
HOMO energy: -0.3417 hartree
LUMO level: 0.649 eV
HOMO-LUMO gap: 9.95 eV
Energy relative to the best compared isomer or geometry (same formula, charge and spin): 102.6 kJ/mol

```
16
Properties=species:S:1:pos:R:3:nbo_charge:R:1
O 0.37782 0.64354 -2.40658 -0.558
C 0.99944 0.33568 -1.43112 0.809
O 2.36652 0.27987 -1.46366 -0.741
C 0.41715 0.21327 -0.02230 -0.142
C -1.07589 0.21390 -0.10377 -0.414
C -1.73743 -0.12270 1.23354 -0.609
N 0.99953 -1.04017 0.47827 -0.859
H 2.75846 1.06217 -1.87426 0.504
H 0.86474 1.05730 0.52070 0.186
H -1.41712 1.09643 -0.62807 0.229
H -1.37064 -0.59428 -0.77764 0.218
H -1.54890 -1.17544 1.45015 0.200
H -2.81258 -0.01880 1.14223 0.219
H -1.39655 0.46646 2.08162 0.203
H 0.57045 -1.40668 1.31000 0.371
H 2.00497 -1.01055 0.49088 0.383
```

***

The following is a DFT calculation (ωB97M-V/def2-TZVPD) of C57H41BaN4O8S4 as an isolated structure in a non-equilibrium geometry.

Properties
Calculated total energy: -4635.932052 Eh
HOMO energy: -0.2016 hartree
LUMO level: 2.279 eV
HOMO-LUMO gap: 7.76 eV
Energy relative to the best compared isomer or geometry (same formula, charge and spin): 128.1 kJ/mol
Charge: -1

```
115
Properties=species:S:1:pos:R:3:mulliken_charge:R:1
Ba -0.74275 0.14696 1.42845 1.589
O -3.23479 2.48993 -0.12080 -0.622
C -2.93372 1.79127 0.85084 -0.129
O -2.82123 0.53342 0.90907 -0.851
C -2.65206 2.45799 2.18909 1.248
C -3.70134 3.03472 2.93966 -0.683
C -3.45229 3.45282 4.20998 -1.019
C -2.13532 3.39800 4.71550 1.296
C -1.78636 3.84268 6.00892 -0.809
C -0.48243 3.82574 6.41729 -0.618
C 0.52855 3.38772 5.53966 -0.538
C 0.21450 2.92540 4.29104 -0.470
C -1.12807 2.88385 3.86237 -0.113
N -1.42085 2.36759 2.63353 -0.259
H -4.68653 3.09828 2.49755 0.489
H -4.24402 3.85485 4.83223 0.419
H -2.56918 4.21306 6.66169 0.370
H -0.21394 4.16516 7.41012 0.407
H 1.56505 3.40616 5.84720 0.487
H 0.98610 2.58083 3.61709 0.545
O 0.52257 1.45389 0.12471 -0.194
N 1.75364 1.36331 0.46689 -1.141
N 2.09127 0.27779 1.03595 2.200
O 1.26101 -0.70565 1.25065 -1.216
C 3.45575 0.14765 1.44984 -0.048
C 4.36575 1.18799 1.27184 -0.654
C 5.67467 1.01861 1.68076 -0.570
C 6.08399 -0.17599 2.25926 -0.580
C 5.17120 -1.20268 2.42569 -0.816
C 3.85440 -1.04541 2.02591 0.077
H 4.03718 2.10725 0.81397 0.492
H 6.38025 1.82775 1.54042 0.400
H 7.10931 -0.30003 2.58477 0.392
H 5.47682 -2.13632 2.87891 0.407
H 3.12907 -1.83273 2.16554 0.649
C -5.39437 2.08654 -6.76999 -1.519
C -4.63709 1.63412 -5.54844 1.153
C -4.55583 2.43086 -4.41218 -1.007
C -3.83529 2.01852 -3.29871 -0.169
C -3.19140 0.79288 -3.33144 -0.302
C -3.28914 -0.03318 -4.43866 -0.546
C -4.00043 0.39365 -5.54580 -0.940
S -2.21840 0.20657 -1.91069 1.148
O -2.17524 -1.26880 -2.06654 -0.734
C -0.71528 0.91033 -2.65776 2.477
C -0.58720 2.29746 -2.42519 -1.328
C 0.50180 2.97417 -2.87281 -1.015
C 1.54146 2.28962 -3.54197 0.834
C 2.70912 2.96088 -3.97226 -1.132
C 3.71088 2.28921 -4.61256 -0.704
C 3.59429 0.90548 -4.84347 -0.877
C 2.48142 0.22674 -4.43283 -0.996
C 1.41911 0.89656 -3.77838 1.327
C 0.24368 0.20311 -3.34042 -1.423
C 0.14705 -1.25667 -3.65328 -0.624
C -0.12533 -1.66919 -4.98911 1.043
C -0.38641 -0.73923 -6.02588 -0.650
C -0.60459 -1.16063 -7.30683 -0.751
C -0.59006 -2.53567 -7.61789 -0.789
C -0.36552 -3.45686 -6.63527 -0.862
C -0.12322 -3.05352 -5.30009 0.621
C 0.14708 -3.98966 -4.27764 -1.466
C 0.41746 -3.57321 -3.00658 -0.797
C 0.41708 -2.20270 -2.69272 0.795
S 0.90696 -1.53627 -1.05727 1.938
O 2.38551 -1.54406 -1.16743 -0.880
C 0.44027 -2.99854 -0.10769 -0.278
C -0.90187 -3.31711 0.05015 -0.009
C -1.25284 -4.41680 0.82037 -1.029
C -0.28169 -5.19922 1.43727 1.261
C -0.66581 -6.41226 2.24299 -1.645
C 1.05635 -4.84814 1.27857 -0.970
C 1.41928 -3.75199 0.51286 -0.626
H -6.01406 2.95540 -6.55110 0.360
H -6.03403 1.28622 -7.14426 0.368
H -4.69864 2.35474 -7.56825 0.288
H -5.06984 3.38526 -4.39485 0.330
H -3.78046 2.62318 -2.40196 0.527
H -2.81618 -1.00661 -4.40847 0.639
H -4.06406 -0.24261 -6.42181 0.392
H -1.37118 2.79546 -1.86497 0.355
H 0.60648 4.03666 -2.68891 0.371
H 2.79481 4.02323 -3.77391 0.444
H 4.60090 2.81404 -4.93720 0.384
H 4.39659 0.37705 -5.34277 0.425
H 2.41255 -0.84047 -4.59202 0.458
H -0.41035 0.31602 -5.78450 0.522
H -0.79244 -0.43743 -8.09087 0.457
H -0.75576 -2.85573 -8.63925 0.387
H -0.36256 -4.51682 -6.86362 0.451
H 0.14215 -5.04634 -4.51945 0.363
H 0.64021 -4.29357 -2.23086 0.640
H -1.66010 -2.73410 -0.45967 0.492
H -2.30007 -4.66889 0.94079 0.335
H -1.74826 -6.48653 2.33765 0.361
H -0.23309 -6.37075 3.24366 0.365
H -0.30124 -7.32121 1.75969 0.307
H 1.82324 -5.43742 1.76916 0.394
H 2.45684 -3.46714 0.37982 0.570
O 2.99203 1.43235 4.74432 -0.630
S 2.41774 0.15445 5.08053 1.212
O 3.32472 -0.96130 5.11530 -0.686
N 1.09731 -0.15866 4.16052 0.107
C 0.01893 -0.29170 4.89857 0.325
S -1.50201 -0.66821 4.29821 -0.344
C 0.21599 -0.05858 6.35604 -0.006
C -0.73902 -0.05910 7.35860 -0.674
C -0.33358 0.23910 8.65231 -0.574
C 0.99922 0.51947 8.93812 -0.507
C 1.95413 0.52081 7.92771 -0.720
C 1.53599 0.23924 6.64553 0.105
H -1.76669 -0.28653 7.10906 0.483
H -1.06367 0.25582 9.45225 0.390
H 1.29571 0.74362 9.95507 0.395
H 2.99371 0.74274 8.13576 0.473
```

***

The following is a DFT calculation (ωB97M-V/def2-TZVPD) of the molecule C19H21ClN4O2S.

Properties
SMILES: Cn1c(CN2CCCC2)nc2cc(NS(=O)(=O)c3ccc(Cl)cc3)ccc21
Calculated total energy: -1964.512069 Eh
HOMO energy: -0.3071 hartree
LUMO level: 0.324 eV
HOMO-LUMO gap: 8.68 eV
Energy relative to the best compared isomer or geometry (same formula, charge and spin): 0.7 kJ/mol

```
48
Properties=species:S:1:pos:R:3:nbo_charge:R:1
C 3.00895 -0.79285 -0.09941 -0.406
N 1.59942 -0.54783 -0.22749 -0.375
C 0.87958 -0.37517 -1.38227 0.392
N -0.38452 -0.13292 -1.16194 -0.482
C -0.53770 -0.12424 0.19677 0.102
C -1.66633 0.12035 0.96839 -0.233
C -1.51777 0.10567 2.34376 0.101
C -0.27932 -0.16158 2.94344 -0.241
C 0.84840 -0.40266 2.18818 -0.239
C 0.71292 -0.37547 0.80888 0.151
H 1.79601 -0.59975 2.66633 0.215
H -0.23194 -0.15697 4.01983 0.243
N -2.59347 0.42912 3.19154 -0.835
S -2.36933 1.82033 4.11834 2.312
O -3.68035 2.32943 4.38358 -0.934
O -1.50331 1.52830 5.21641 -0.928
C -1.49987 2.86057 2.94263 -0.356
C -0.12517 2.96639 3.02203 -0.110
C 0.57020 3.59228 2.00268 -0.251
C -0.13102 4.09525 0.91530 -0.024
C -1.51527 4.01012 0.84763 -0.220
C -2.20043 3.38012 1.87139 -0.180
H -3.27538 3.29149 1.85200 0.238
H -2.04105 4.41746 -0.00121 0.234
Cl 0.73358 4.83272 -0.37756 0.023
H 1.64433 3.68128 2.04070 0.232
H 0.37970 2.55566 3.88111 0.240
H -3.48568 0.47466 2.72061 0.408
H -2.61834 0.32174 0.50295 0.222
C 1.45746 -0.53371 -2.75413 -0.261
N 1.10319 -1.78486 -3.39348 -0.429
C 1.52445 -2.99207 -2.70545 -0.223
C 0.72114 -4.07518 -3.41227 -0.402
H 1.14671 -4.25957 -4.39841 0.204
H 0.69134 -5.00979 -2.85547 0.212
C -0.64917 -3.41080 -3.54226 -0.411
H -1.23048 -3.81436 -4.36870 0.214
H -1.21753 -3.54998 -2.62183 0.203
C -0.31382 -1.92622 -3.73566 -0.241
H -0.94281 -1.29231 -3.10220 0.219
H -0.44028 -1.61558 -4.77790 0.186
H 1.27377 -2.98484 -1.63066 0.158
H 2.60502 -3.12154 -2.81545 0.194
H 2.54803 -0.46623 -2.71837 0.203
H 1.07831 0.27267 -3.38682 0.232
H 3.21963 -1.11388 0.91898 0.219
H 3.58356 0.11385 -0.30872 0.207
H 3.32466 -1.57909 -0.78581 0.216
```

***

The following is a DFT calculation (ωB97M-V/def2-TZVPD) of the molecule C3H7FS in a non-equilibrium geometry.

Properties
SMILES: FCCCS
Calculated total energy: -616.450203 Eh
HOMO energy: -0.3467 hartree
LUMO level: 0.798 eV
HOMO-LUMO gap: 10.23 eV
Energy relative to the best compared isomer or geometry (same formula, charge and spin): 243.1 kJ/mol

```
12
Properties=species:S:1:pos:R:3:nbo_charge:R:1
C -1.01253 0.70227 0.16980 -0.510
C 0.38905 0.39094 -0.68791 -0.458
C 1.24329 -0.65843 -0.02705 0.084
H -2.08922 -1.09624 0.88721 0.139
H -1.44982 1.85616 0.12557 0.244
H -0.36338 0.52341 1.18797 0.216
H 1.18234 1.17192 -0.45128 0.217
H 0.15507 0.25766 -1.69650 0.212
H 0.87275 -1.66807 -0.11795 0.167
H 0.93267 -0.35827 1.14675 0.102
F 2.53357 -0.50642 -0.21424 -0.335
S -2.39378 -0.61494 -0.32239 -0.078
```